The following is a DFT calculation (the ωB97M-V functional and the def2-TZVPD basis) of a molecular structure, CH4F2N2S in a non-equilibrium geometry.

```
10
Properties=species:S:1:pos:R:3:nbo_charge:R:1
C -0.60762 1.79438 -0.16565 -0.709
N 0.96000 -1.15882 0.24377 0.238
N 1.12970 -0.17173 0.83108 -0.291
F 0.08448 -1.12334 -1.11991 -0.471
F 0.12321 -3.67941 0.16141 -0.596
S 0.59406 1.28331 1.11846 0.547
H -0.12500 2.05930 -1.02868 0.235
H -0.95814 2.63098 0.41412 0.227
H -1.40909 1.14509 -0.21792 0.244
H 0.20839 -2.77978 -0.23669 0.575
```

Results
frontier orbital gap	0.38737	Eh
E	-20348.9118	eV
spin multiplicity	1
HOMO level	-10.82	eV
ΔE to the lowest compared entry with this formula, charge and spin	0.000	eV